23
Properties=species:S:1:pos:R:3:nbo_charge:R:1 method="wB97M-V/def2-TZVPD" charge=+1 de_lowest_kcal_mol=43.0 smiles="C[C@@H]1N=C([SiH3])N(C)[N@H+]1C"
Si 3.19 -0.33 -0.17 0.8428
N -0.97 0.23 0.08 -0.2420
N 0.58 -1.57 -0.51 -0.4841
N 0.45 0.59 0.03 -0.3034
C -1.56 0.91 -1.08 -0.4004
C 1.25 -0.50 -0.33 0.1398
C -1.37 -2.27 0.67 -0.6621
C 0.76 1.89 0.43 -0.4222
C -0.81 -1.35 -0.39 0.1237
H -1.22 1.89 -1.12 0.2208
H -1.53 0.25 0.90 0.4367
H -1.45 -1.54 -1.34 0.2323
H 3.28 -0.48 1.27 -0.1144
H -0.72 -2.22 1.57 0.2337
H 1.73 2.24 -0.06 0.2537
H -0.21 2.41 0.13 0.2086
H -1.19 0.52 -1.93 0.2255
H -1.40 -3.37 0.21 0.2762
H -2.67 0.77 -1.03 0.2356
H -2.42 -2.11 0.89 0.2270
H 1.00 1.94 1.51 0.2099
H 3.68 -1.30 -1.24 -0.0678
H 3.26 1.06 -0.42 -0.1698

---

18
Properties=species:S:1:pos:R:3:nbo_charge:R:1 method="wB97M-V/def2-TZVPD" charge=0 de_lowest_kcal_mol=0.0 smiles="O=[N+]([O-])C1=CC=C[C@@]2([N+](=O)[O-])S[C@@]12O"
S 0.56 2.02 0.36 0.1879
O -1.75 1.24 -2.45 -0.3411
O 0.45 -0.24 3.33 -0.3353
O -1.05 1.16 2.70 -0.3942
O -1.35 -0.73 -3.23 -0.3715
O -1.94 0.82 0.27 -0.6670
N -1.23 0.16 -2.42 0.5137
N -0.11 0.43 2.50 0.5403
C -0.64 0.67 0.04 0.1990
C 0.38 0.35 1.12 -0.1234
C 1.60 -1.20 -0.33 -0.2070
C 0.72 -0.94 -1.43 -0.1687
C -0.33 -0.11 -1.32 0.0732
C 1.43 -0.64 0.87 -0.1613
H -2.10 1.22 1.15 0.5170
H 0.89 -1.43 -2.37 0.2522
H 2.42 -1.89 -0.49 0.2333
H 2.06 -0.88 1.72 0.2530

---

63
Properties=species:S:1:pos:R:3:mulliken_spin:R:1 method="wB97M-V/def2-TZVPD" spin_multiplicity=4 charge=+1 de_lowest_kcal_mol=16.0 s2=3.765
Re -0.35 0.19 -0.14 2.1628
N -1.58 0.71 1.82 0.0197
N -5.90 -0.76 3.49 -0.0056
C 1.14 -1.58 -2.56 0.0222
C -1.61 0.84 -1.63 0.1172
C 3.84 1.02 1.68 0.0021
C -1.14 -1.42 -1.32 0.1040
C 3.60 -3.04 -0.02 0.0487
C -3.75 0.60 2.88 -0.0062
C 3.30 1.20 -0.72 -0.0211
C -2.32 2.16 -1.65 -0.0322
C 1.37 -2.90 0.91 0.0900
C -3.67 1.95 3.25 0.0312
C -4.93 -0.16 3.20 0.0031
C 0.01 -0.81 -1.95 0.1015
C 3.74 -1.66 0.08 -0.0244
C -1.44 1.92 2.37 0.0296
C 1.52 -1.52 1.03 0.0991
C 2.80 0.65 0.62 0.0487
C -3.54 -0.65 -0.69 -0.0139
C 2.69 -0.89 0.60 0.0856
C -2.50 2.63 2.93 -0.0166
C 2.43 -3.67 0.40 -0.0206
C -2.13 -0.40 -1.13 0.2032
C -0.30 0.57 -2.18 -0.0963
C 1.41 1.22 0.94 0.1385
C 0.45 1.50 -3.09 -0.0125
C -1.35 -2.88 -1.12 -0.0264
C 0.72 2.13 0.09 0.0702
C -2.69 0.01 2.18 0.0393
H 4.29 0.81 -0.99 -0.0009
H 0.04 2.86 0.53 -0.0019
H 2.61 0.95 -1.53 0.0160
H 3.37 2.29 -0.64 0.0002
H 1.20 1.23 2.01 -0.0109
H 2.03 -0.95 -2.70 -0.0047
H -2.41 3.72 3.05 0.0001
H -2.09 -3.28 -1.84 0.0036
H -3.58 -1.47 0.04 -0.0027
H -3.04 2.21 -2.49 0.0094
H 1.47 1.13 -3.28 0.0025
H 0.86 -1.98 -3.55 -0.0013
H 3.88 2.11 1.81 0.0009
H -2.74 -1.05 1.91 -0.0050
H 0.52 2.50 -2.67 0.0002
H -1.60 2.98 -1.76 -0.0002
H -3.96 0.25 -0.22 0.0011
H 4.65 -1.16 -0.26 -0.0002
H -4.18 -0.92 -1.55 0.0030
H 0.67 -0.92 1.48 -0.1748
H 1.43 -2.42 -1.93 0.0012
H 4.42 -3.63 -0.42 0.0021
H -2.87 2.30 -0.72 -0.0043
H -4.51 2.43 3.75 0.0010
H -0.42 -3.44 -1.24 0.0012
H 0.42 -3.36 1.21 0.0060
H 4.84 0.69 1.36 0.0018
H -1.74 -3.08 -0.11 0.0039
H -0.06 1.59 -4.06 -0.0001
H 3.62 0.56 2.65 0.0000
H -0.45 2.37 2.35 0.0082
H 1.23 2.51 -0.79 0.0042
H 2.31 -4.75 0.32 -0.0007

---

68
Properties=species:S:1:pos:R:3:nbo_charge:R:1 method="wB97M-V/def2-TZVPD" energy_ha=-5742.6832 charge=+3
Br -5.35 2.56 -5.16 -0.5603
S 0.23 2.44 0.28 0.0719
P 1.97 7.74 2.89 2.3830
Al -3.13 -4.30 0.13 0.9151
Mg -4.28 0.42 -5.44 1.7015
Na -0.55 4.15 3.27 0.9762
F -3.47 4.95 3.10 -0.5453
F -2.11 -2.58 0.16 -0.8887
F -3.95 3.48 1.44 -0.5433
F -2.10 4.85 1.27 -0.5957
F -2.16 3.09 2.81 -0.6148
O 0.94 8.28 1.90 -1.0979
O 2.07 8.66 4.10 -0.5838
O 1.49 6.35 3.34 -0.9991
O -2.43 -4.02 -3.65 -0.6818
O 3.36 7.67 2.27 -0.6687
O 3.09 0.28 4.82 -0.7371
N -1.65 0.73 -0.72 -0.4919
N -4.77 1.13 -2.74 -0.7696
N -3.38 -0.67 -3.14 -0.6216
N 4.09 -0.34 2.04 -0.1991
N -2.68 1.54 -3.63 -0.6062
N -2.52 -5.61 -2.07 -0.6637
C -1.29 0.14 -2.02 -0.0990
C 4.97 0.03 0.90 -0.4039
C -0.50 -5.44 -3.48 -0.7249
C 3.60 -1.74 1.86 -0.4120
C 2.91 0.60 2.04 -0.4099
C -0.84 1.38 -0.14 0.2683
C -3.62 0.69 -3.16 0.5923
C -2.14 -1.06 -2.38 -0.2666
C 4.22 -0.56 4.61 -0.0948
C 4.91 -0.20 3.32 -0.2331
C -1.88 -4.96 -3.09 0.7042
C -2.04 -6.75 -1.29 -0.4272
C -1.28 1.15 -3.17 -0.2400
B -2.96 4.10 2.15 1.3203
Li -0.70 7.08 2.57 0.9676
H -0.73 0.77 -4.02 0.2379
H -2.50 -1.54 -1.44 0.3146
H -2.91 2.42 -3.17 0.4413
H 4.46 -2.41 1.87 0.2397
H 2.92 -1.99 2.67 0.2351
H -1.05 -7.06 -1.61 0.2382
H 3.09 -1.80 0.91 0.2242
H 5.30 1.05 1.03 0.2413
H 0.18 -5.35 -2.63 0.2358
H -1.60 -1.83 -2.91 0.2658
H 3.25 1.58 2.37 0.2391
H -2.00 -6.49 -0.23 0.1840
H -0.54 -6.48 -3.81 0.2595
H -0.13 -4.83 -4.29 0.2480
H -0.78 2.06 -2.86 0.2642
H -3.44 -5.23 -1.89 0.3909
H 5.78 -0.85 3.19 0.2417
H 2.52 0.65 1.03 0.2128
H 2.14 0.21 2.69 0.2494
H 3.90 -1.61 4.62 0.1813
H -5.15 0.78 -1.87 0.4756
H -0.26 -0.20 -1.92 0.2499
H 2.56 -0.09 5.54 0.4962
H 5.24 0.83 3.35 0.2385
H -2.73 -7.58 -1.40 0.2379
H 5.83 -0.65 0.88 0.2397
H 4.40 -0.08 -0.02 0.2230
H -5.32 1.89 -3.36 0.4308
H -3.42 -0.99 -4.11 0.3190
H 4.93 -0.42 5.43 0.2240

---

15
Properties=species:S:1:pos:R:3:nbo_charge:R:1 method="wB97M-V/def2-TZVPD" charge=0 de_lowest_kcal_mol=122.9 smiles="C1=NN=C2NCC[C@@H]12"
N -2.55 -0.26 -0.22 -0.2317
N -1.80 -1.45 0.03 -0.3594
N 0.71 -1.48 0.00 -0.6101
C 1.65 -0.30 0.16 -0.2269
C -0.57 -0.94 0.01 0.4267
C 0.73 0.94 -0.37 -0.3874
C -0.41 0.47 0.48 -0.3968
C -1.93 0.69 0.00 0.0668
H -2.45 1.58 0.16 0.1793
H 2.31 -0.21 -0.82 0.2123
H 1.08 -2.36 -0.52 0.4282
H -0.43 0.48 1.60 0.2610
H 1.03 2.04 -0.23 0.2256
H 2.01 0.01 1.09 0.2054
H 0.61 0.78 -1.38 0.2070